Entry 1:
This record from OMol25 describes a structure of composition C26H32MoNO5S at a distorted geometry. The level of theory is wB97M-V/def2-TZVPD.

Properties
spin multiplicity	3
<S²>	2.0182
total charge	+1
lowest unoccupied orbital energy (alpha / beta)	-0.1325 / -0.1817	hartree
HOMO (alpha / beta)	-11.534 / -11.534	eV

Each line ends with the Löwdin spin population.
Atoms and positions in Å:
O -2.78675 -3.54581 -2.64591  0.000
C -4.10134 -3.67848 -1.96846  0.000
C -4.54850 -4.83975 -2.82953  0.000
H -4.71030 -2.77889 -2.08185  0.000
H -3.97619 -3.95358 -0.91950  0.000
C -3.18788 -4.65990 -3.51372  0.000
H -5.43173 -4.62435 -3.43275  0.000
H -4.63578 -5.76224 -2.24732  0.000
C -3.24679 -4.19295 -4.95249  0.000
H -3.93408 -3.34669 -5.08608  0.000
H -3.59475 -5.00134 -5.60673  0.000
H -2.23031 -3.90827 -5.25698  0.000
C -2.26922 -5.85646 -3.35483  0.000
H -2.21497 -6.21092 -2.31544  0.000
H -1.26487 -5.57856 -3.69922  0.000
H -2.63251 -6.69573 -3.96366  0.000
Mo 2.50645 1.03046 0.88448  1.670
C 3.70434 -0.23351 2.36243  0.020
C 2.79548 0.34542 3.31847  0.013
C 1.46216 0.00306 2.95434  0.013
H 3.10405 0.87336 4.20825  0.001
C 1.52010 -0.81005 1.75320  0.026
C 2.91967 -1.04462 1.45766  0.010
H 3.30128 -1.75765 0.73738  0.000
H 4.78616 -0.13690 2.36733  0.005
H 0.57197 0.19972 3.53043  0.001
H 0.68509 -1.25023 1.22458  0.007
C 3.88663 2.14919 -0.66712  0.052
C 3.97367 0.71394 -0.72409  -0.001
C 2.66244 0.21125 -1.10378  0.009
H 4.88116 0.11932 -0.60366  0.002
C 1.78050 1.33711 -1.25313  0.057
C 2.54676 2.52649 -1.03262  -0.004
H 2.17241 3.52551 -1.24791  -0.001
H 4.72264 2.81507 -0.43599  0.005
H 2.35423 -0.81988 -1.26901  0.002
H 0.74248 1.26235 -1.58843  0.009
O -1.37085 -0.29014 -1.51697  0.000
C -0.80099 -1.62182 -1.27434  0.000
C -1.74015 -2.38544 -0.31290  0.000
H 0.16740 -1.44734 -0.74944  0.000
H -0.59276 -2.16233 -2.20774  0.000
C -2.83197 -1.30189 -0.04167  0.000
H -1.25046 -2.66349 0.63610  0.000
H -2.13250 -3.28457 -0.79042  0.000
C -1.94934 -0.05882 -0.15726  0.001
H -3.42189 -1.45186 0.87463  0.000
H -3.50576 -1.34783 -0.92676  0.000
H -1.14088 -0.07632 0.60267  0.001
H -2.46505 0.89408 -0.05512  0.000
O 4.03398 3.32443 2.51410  0.024
C 2.84475 3.60100 2.34991  0.015
N 1.93734 2.78802 1.68794  0.029
S 0.27685 3.22627 1.74441  0.020
O -0.20169 3.44262 0.40133  0.005
O -0.40948 2.26343 2.57259  0.006
C 0.73969 4.71650 2.58464  0.002
C -0.11408 5.76405 2.92340  0.001
C 0.44198 6.89213 3.54296  0.000
C 1.82124 6.95993 3.81310  0.000
C 2.66146 5.89924 3.47424  0.000
C 2.10846 4.78737 2.82540  0.000
H -1.17141 5.68283 2.68206  0.000
H -0.20794 7.72392 3.81750  0.000
H 2.23199 7.84149 4.29787  0.000
H 3.72834 5.85901 3.68943  0.000

Atoms 1-6, force components in eV/Å:
O -1.6 -0.8 0.1
C 0.3 0.4 0.1
C 0.2 0.1 0.2
H 0.2 0.0 0.1
H 0.0 0.3 0.0
C 0.0 -0.5 -0.7

Entry 2:
This record from OMol25 describes the molecule C26H32N4O4S. The level of theory is wB97M-V/def2-TZVPD.

Properties
energy relative to the best compared isomer or geometry (same formula, charge and spin)	219.7	kJ/mol
SMILES	CCN1CCN(CCNC(=O)c2ccc3c(c2)NC(=O)/C(=C\c2ccc(OC)c(OC)c2)S3)CC1
lowest unoccupied orbital energy	0.0023	hartree
HOMO	-7.580	eV

Each line ends with the Löwdin charge.
Atoms and positions in Å:
C 9.77602 4.07767 0.57465  -0.087
C 9.46727 2.87974 -0.32012  -0.265
N 8.03229 2.67071 -0.41883  -0.183
C 7.58481 2.05913 -1.65762  -0.175
C 7.85836 0.54734 -1.70573  -0.172
N 7.25774 -0.16670 -0.59004  -0.175
C 5.82660 -0.37345 -0.69388  -0.186
C 5.43460 -1.67220 0.02957  -0.158
N 4.04324 -1.99894 -0.16501  0.063
C 3.10318 -1.72406 0.77111  -0.453
O 3.37318 -1.23788 1.85300  0.067
C 1.70281 -2.07790 0.39143  -0.131
C 1.38144 -3.08448 -0.51750  -0.036
C 0.05907 -3.37112 -0.79119  -0.093
C -0.95994 -2.66473 -0.16520  -0.453
C -0.65248 -1.67207 0.76697  -0.231
C 0.68046 -1.39072 1.03383  0.053
N -1.65052 -1.01266 1.46471  0.142
C -2.99439 -0.93985 1.21992  -0.452
O -3.69576 -0.34982 2.02289  0.062
C -3.48560 -1.57521 -0.01412  -0.390
C -4.52710 -1.24938 -0.81283  -0.062
C -5.50866 -0.19367 -0.81887  -0.204
C -6.29669 -0.05851 -1.96829  -0.038
C -7.24334 0.93397 -2.05077  0.002
C -7.46885 1.83063 -1.00486  -0.190
O -8.44490 2.73859 -1.25888  -0.061
C -8.82120 3.71165 -0.30979  -0.071
C -6.69220 1.69791 0.16500  -0.174
O -6.91959 2.56809 1.20057  -0.114
C -6.16265 2.42384 2.37977  -0.068
C -5.73626 0.69888 0.23188  0.052
S -2.63479 -3.06655 -0.50999  1.053
C 7.68190 0.44153 0.66439  -0.158
C 7.44930 1.96248 0.71053  -0.163
H 9.48916 3.88429 1.60474  0.060
H 9.22922 4.94820 0.22350  0.074
H 10.84125 4.29372 0.55017  0.068
H 10.00584 1.99644 0.05740  0.109
H 9.84277 3.09146 -1.32446  0.114
H 8.06994 2.55905 -2.49854  0.115
H 6.50586 2.23350 -1.73520  0.118
H 7.48928 0.12251 -2.64163  0.114
H 8.93835 0.37302 -1.65669  0.118
H 5.22848 0.45201 -0.28027  0.121
H 5.56942 -0.47662 -1.75246  0.120
H 6.05959 -2.48996 -0.33791  0.126
H 5.58111 -1.56519 1.10536  0.112
H 3.75506 -2.26321 -1.09286  0.130
H 2.15324 -3.67168 -0.99113  0.109
H -0.20321 -4.15380 -1.48579  0.106
H 0.94306 -0.63795 1.76246  0.128
H -1.35600 -0.49456 2.28438  0.164
H -4.63280 -1.90788 -1.67023  0.094
H -6.15647 -0.73010 -2.80192  0.111
H -7.85113 1.04863 -2.93444  0.121
H -9.61394 4.28391 -0.79186  0.094
H -7.99140 4.37574 -0.06083  0.095
H -9.20498 3.25608 0.60495  0.096
H -5.09477 2.57047 2.19454  0.100
H -6.52510 3.20263 3.04958  0.095
H -6.31484 1.44451 2.84165  0.102
H -5.15810 0.58111 1.12951  0.073
H 7.15341 -0.03565 1.48938  0.116
H 8.74935 0.22722 0.77787  0.115
H 7.85790 2.36758 1.63623  0.112
H 6.37413 2.16858 0.70150  0.116

Atoms 1-6, force components in eV/Å:
C 0.0 -0.2 -0.2
C 0.0 0.2 0.2
N -0.1 0.1 -0.1
C 0.0 -0.3 -0.1
C 0.0 0.3 -0.1
N 0.0 -0.1 -0.1

Entry 3:
This record from OMol25 describes the molecule C26H32N4O6 at a distorted geometry. The level of theory is wB97M-V/def2-TZVPD.

Properties
energy relative to the best compared isomer or geometry (same formula, charge and spin)	338.6	kJ/mol
SMILES	COc1cc(OC)c([C@H]2C(C#N)=C(N)Oc3cc(C)n(CCCN4CCOCC4)c(=O)c32)cc1OC
lowest unoccupied orbital energy	0.0147	hartree
HOMO	-7.435	eV

Each line ends with the Löwdin charge.
Atoms and positions in Å:
C -4.38776 2.63953 -0.67145  -0.087
O -3.41107 2.69298 0.33470  -0.062
C -2.76160 1.54342 0.67804  -0.191
C -2.95610 0.31758 0.06409  0.055
C -2.23768 -0.80501 0.46669  -0.191
O -2.37019 -2.04005 -0.12644  -0.092
C -3.29750 -2.19503 -1.16713  -0.072
C -1.32293 -0.70067 1.51301  -0.111
C -0.49336 -1.89695 1.93836  -0.137
C -1.35670 -3.07511 2.32805  -0.137
C -2.16289 -2.95471 3.46288  -0.206
N -2.83828 -2.86213 4.39022  0.158
C -1.42147 -4.19939 1.57783  -0.298
N -2.15849 -5.30568 1.90554  0.181
O -0.69639 -4.40593 0.44463  0.104
C 0.20197 -3.44593 0.08335  -0.172
C 0.96562 -3.70586 -1.07692  0.050
C 1.84908 -2.77233 -1.53154  -0.238
C 2.63267 -3.01462 -2.78437  -0.015
N 2.03947 -1.61966 -0.83841  0.047
C 2.85113 -0.52298 -1.34340  -0.131
C 1.96663 0.46111 -2.11292  -0.126
C 2.71015 1.74180 -2.56208  -0.188
N 2.70256 2.88872 -1.70075  -0.178
C 3.60116 2.96987 -0.56807  -0.149
C 2.92458 2.67137 0.77812  -0.182
O 1.78287 3.48898 0.95384  -0.140
C 0.84485 3.22819 -0.06661  -0.191
C 1.44200 3.55676 -1.44320  -0.144
C 1.35737 -1.33001 0.35308  -0.347
O 1.60848 -0.29431 0.95472  0.054
C 0.38392 -2.29050 0.78011  -0.014
C -1.13125 0.53171 2.12398  0.052
C -1.82845 1.65900 1.72758  -0.209
O -1.69902 2.89926 2.27096  -0.072
C -0.71039 3.09222 3.25659  -0.072
H -5.20143 1.95338 -0.41153  0.098
H -4.78439 3.65070 -0.74902  0.094
H -3.96111 2.34691 -1.63793  0.095
H -3.66768 0.23590 -0.73983  0.093
H -3.22725 -3.23993 -1.46883  0.095
H -4.31970 -1.98477 -0.83467  0.100
H -3.05510 -1.55948 -2.02603  0.097
H 0.13284 -1.58630 2.78357  0.159
H -2.89885 -5.17026 2.57390  0.102
H -2.33286 -5.95732 1.15863  0.109
H 0.81501 -4.63261 -1.60253  0.121
H 3.70029 -3.05695 -2.57043  0.092
H 2.33568 -3.96397 -3.21991  0.084
H 2.46075 -2.22956 -3.51820  0.083
H 3.65591 -0.90167 -1.97155  0.118
H 3.28334 -0.02420 -0.47316  0.117
H 1.12267 0.73677 -1.48035  0.103
H 1.56448 -0.04183 -2.99633  0.108
H 2.26141 2.06915 -3.50724  0.116
H 3.75603 1.49308 -2.76755  0.120
H 4.44671 2.29847 -0.72360  0.120
H 3.97833 4.00185 -0.53131  0.122
H 3.60091 2.91274 1.60075  0.127
H 2.62330 1.61941 0.85072  0.090
H -0.02005 3.86240 0.13678  0.129
H 0.53194 2.17419 -0.01148  0.109
H 0.73010 3.30706 -2.23076  0.124
H 1.63352 4.63810 -1.47317  0.125
H -0.40016 0.59723 2.91201  0.121
H -0.89829 2.47375 4.14031  0.097
H 0.28973 2.88885 2.86341  0.085
H -0.77906 4.14329 3.53225  0.098

Atoms 1-6, force components in eV/Å:
C -0.2 0.0 -0.2
O 0.3 -0.2 0.3
C 0.2 0.2 0.2
C -0.2 0.0 -0.2
C 0.2 0.0 0.3
O 0.2 0.3 0.2

Which formula does entry 1 have?
C26H32MoNO5S

What is the formula in the third record?
C26H32N4O6